(1)
Computed, not measured: C8H10N2O as an isolated structure, with ωB97M-V/def2-TZVPD.

Last column: Mulliken charge in e.
Cartesian coordinates (Å):
C (1.24, -0.58, -0.92)  0.517
C (-0.13, -0.94, -1.04)  0.100
C (1.28, 0.93, -1.05)  -0.247
C (1.30, 0.32, 0.33)  -0.931
C (-0.21, 1.29, -1.45)  -0.607
C (-0.94, 0.23, -0.58)  -0.644
C (-0.41, 0.53, 0.80)  0.013
C (-0.94, 0.15, 3.12)  -0.661
N (1.62, -1.84, -1.33)  -0.401
N (0.23, -2.14, -1.53)  -0.176
O (-0.94, -0.35, 1.75)  -0.396
H (2.16, 1.13, -1.62)  0.430
H (-0.35, 2.34, -0.97)  0.307
H (-0.44, 1.22, -2.51)  0.360
H (-2.08, 0.12, -0.75)  0.372
H (-0.62, 1.53, 1.13)  0.580
H (-0.47, -0.55, 3.92)  0.239
H (-1.93, 0.42, 3.33)  0.315
H (-0.38, 1.15, 3.08)  0.276
H (2.25, -2.00, -2.21)  0.325
H (-0.25, -2.97, -1.49)  0.227

Energy relative to the best compared isomer or geometry (same formula, charge and spin) ... 946.3 kJ/mol
HOMO (alpha / beta) ... -6.789 / -6.789 eV
Lowest unoccupied orbital energy (alpha / beta) ... 0.810 / 0.810 eV
Gap between HOMO and LUMO (alpha / beta) ... 7.60 / 7.60 eV

---

(2)
Computed, not measured: a 2-piece molecular cluster, C6H6N2 overall, with ωB97M-V/def2-TZVPD.

Last column: Mulliken charge in e.
Cartesian coordinates (Å):
C (-2.44, 0.68, -0.28)  -0.153
C (-1.45, 0.23, 0.31)  -0.613
C (-0.58, -0.74, 0.83)  0.193
C (0.91, -0.44, 0.89)  -0.050
C (1.29, 0.89, 0.34)  -0.316
C (0.60, -0.41, -1.32)  -0.055
H (-3.37, 0.86, -1.44)  0.333
H (-1.04, -1.70, 1.18)  0.337
H (1.41, -1.05, 1.79)  0.286
H (2.30, 0.92, 0.81)  0.297
H (0.49, 1.72, 0.66)  0.238
H (0.18, -0.59, -2.31)  0.371
N (1.37, 0.70, -1.11)  -0.539
N (0.34, -1.09, -0.34)  -0.329

Energy relative to the best compared isomer or geometry (same formula, charge and spin) ... 731.6 kJ/mol
HOMO ... -8.559 eV
Lowest unoccupied orbital energy ... -0.066 eV
Gap between HOMO and LUMO ... 8.49 eV

---

(3)
Computed, not measured: a 2-piece molecular cluster, C20H30Cl2F4N2O6S overall, with ωB97M-V/def2-TZVPD.

Last column: Mulliken charge in e.
Cartesian coordinates (Å):
C (3.84, 0.36, 1.98)  -0.376
O (4.74, 1.26, 1.30)  -0.471
C (4.67, 0.97, -0.08)  -0.842
C (3.29, 1.47, -0.69)  1.197
C (3.39, 2.96, -1.25)  -1.113
C (2.04, 3.73, -0.89)  -0.791
C (0.89, 3.09, -1.76)  -0.868
C (-0.04, 2.12, -0.87)  0.497
C (-0.19, 0.76, -1.62)  -1.226
C (-1.13, -0.25, -0.92)  0.427
C (-2.51, 0.00, -0.50)  0.866
C (-3.16, 1.39, -0.71)  -1.402
O (-2.96, 2.26, 0.43)  -0.159
O (-3.05, 3.56, -0.02)  -0.481
C (-3.31, -1.05, 0.13)  0.215
C (-4.80, -0.79, 0.54)  -1.061
C (-5.64, -1.00, -0.79)  -0.134
F (-7.02, -1.07, -0.53)  -0.314
C (-2.71, -2.35, 0.33)  -0.234
N (-1.41, -2.58, -0.06)  0.868
N (-0.88, -3.84, 0.13)  -0.902
C (-0.61, -1.61, -0.66)  0.286
C (0.80, -2.07, -1.05)  -0.780
Cl (2.23, -1.69, -0.06)  0.005
C (0.91, -2.76, -2.22)  0.618
C (-0.35, -3.09, -3.09)  -0.925
Cl (2.48, -3.32, -2.86)  -0.188
H (4.22, 0.04, 2.98)  0.320
H (2.82, 0.82, 2.08)  0.223
H (3.72, -0.56, 1.36)  0.051
H (5.50, 1.46, -0.66)  0.472
H (4.74, -0.13, -0.29)  0.324
H (2.49, 1.49, 0.10)  -0.514
H (3.06, 0.78, -1.54)  0.132
H (3.52, 2.86, -2.36)  0.331
H (4.27, 3.49, -0.79)  0.409
H (1.83, 3.74, 0.20)  0.391
H (2.19, 4.79, -1.24)  0.350
H (1.38, 2.47, -2.56)  0.368
H (0.28, 3.87, -2.29)  0.499
H (0.43, 2.02, 0.14)  0.183
H (-1.00, 2.69, -0.74)  -0.035
H (0.86, 0.36, -1.77)  0.022
H (-0.57, 0.94, -2.66)  0.358
H (-2.70, 1.94, -1.59)  0.543
H (-4.28, 1.33, -0.84)  0.379
H (-2.58, 4.13, 0.63)  0.344
H (-5.11, -1.54, 1.31)  0.446
H (-4.88, 0.27, 0.88)  0.365
H (-5.45, -0.19, -1.55)  0.255
H (-5.28, -1.95, -1.27)  0.280
H (-3.26, -3.21, 0.77)  0.334
H (-1.54, -4.45, 0.62)  0.298
H (-0.04, -3.82, 0.72)  0.285
H (-0.13, -3.88, -3.84)  0.417
H (-1.20, -3.44, -2.44)  0.212
H (-0.73, -2.19, -3.63)  0.215
C (0.83, -1.18, 5.35)  0.373
F (-0.46, -0.85, 5.58)  -0.231
F (1.57, -0.16, 5.85)  -0.225
F (1.09, -2.25, 6.13)  -0.218
S (1.17, -1.50, 3.56)  1.332
O (0.84, -0.25, 2.88)  -0.597
O (0.30, -2.61, 3.20)  -0.707
O (2.58, -1.83, 3.50)  -0.697

Energy relative to the best compared isomer or geometry (same formula, charge and spin) ... 0.0 kJ/mol
HOMO ... -8.598 eV
Lowest unoccupied orbital energy ... -1.935 eV
Gap between HOMO and LUMO ... 6.66 eV

---

Which formula does entry 1 have? C8H10N2O

---

energy relative to the best compared isomer or geometry (same formula, charge and spin) of number 3 (C20H30Cl2F4N2O6S)? 0.0 kJ/mol

---

Please write out number 1 again, unchanged.
Computed, not measured: C8H10N2O as an isolated structure, with ωB97M-V/def2-TZVPD.

Last column: Mulliken charge in e.
Cartesian coordinates (Å):
C (1.24, -0.58, -0.92)  0.517
C (-0.13, -0.94, -1.04)  0.100
C (1.28, 0.93, -1.05)  -0.247
C (1.30, 0.32, 0.33)  -0.931
C (-0.21, 1.29, -1.45)  -0.607
C (-0.94, 0.23, -0.58)  -0.644
C (-0.41, 0.53, 0.80)  0.013
C (-0.94, 0.15, 3.12)  -0.661
N (1.62, -1.84, -1.33)  -0.401
N (0.23, -2.14, -1.53)  -0.176
O (-0.94, -0.35, 1.75)  -0.396
H (2.16, 1.13, -1.62)  0.430
H (-0.35, 2.34, -0.97)  0.307
H (-0.44, 1.22, -2.51)  0.360
H (-2.08, 0.12, -0.75)  0.372
H (-0.62, 1.53, 1.13)  0.580
H (-0.47, -0.55, 3.92)  0.239
H (-1.93, 0.42, 3.33)  0.315
H (-0.38, 1.15, 3.08)  0.276
H (2.25, -2.00, -2.21)  0.325
H (-0.25, -2.97, -1.49)  0.227

Energy relative to the best compared isomer or geometry (same formula, charge and spin) ... 946.3 kJ/mol
HOMO (alpha / beta) ... -6.789 / -6.789 eV
Lowest unoccupied orbital energy (alpha / beta) ... 0.810 / 0.810 eV
Gap between HOMO and LUMO (alpha / beta) ... 7.60 / 7.60 eV